(1)
A 2-piece molecular cluster, C4H5N3O overall at a distorted geometry. Source: the Open Molecules 2025 dataset; level of theory: ωB97M-V/def2-TZVPD.

The value obtained for the strongest force on any atom is 7.12 eV/Å. The value obtained for the HOMO energy is -10.461 eV. As for the molar mass: 111.104 g mol⁻¹. The electronic energy comes out at -10742.283 eV. The HOMO-LUMO gap is 9.2508 eV.

CARTESIAN COORDINATES (ANGSTROEM)
O: -2.8173 0.1987 -0.4375
N: 0.4409 -1.0421 0.1140
N: 2.7900 -0.7389 -0.3210
N: 1.3113 1.2514 0.1831
C: -0.5292 -0.1152 0.0569
C: -0.0018 1.3722 -0.0070
C: 1.6230 -0.2078 0.0299
C: -1.9285 -0.6046 0.4488
H: -2.0417 -0.3381 1.3995
H: -2.0175 -1.6884 0.4549
H: -3.1027 -0.7809 -1.2814
H: -0.5367 2.2552 0.1183
H: 3.4604 0.0018 -0.1955

---

(2)
One molecule with the formula C7H10 at a distorted geometry. Source: the Open Molecules 2025 dataset; level of theory: ωB97M-V/def2-TZVPD.

The value obtained for the strongest force on any atom is 2.01 eV/Å. The value obtained for the HOMO energy is -7.841 eV. As for the molar mass: 94.157 g mol⁻¹. The electronic energy comes out at -7416.402 eV. The HOMO-LUMO gap is 8.8814 eV. The SMILES is C[C@@]12CC=C[C@@H]1C2.

CARTESIAN COORDINATES (ANGSTROEM)
C: 0.8460 0.3074 -1.5761
C: -0.5051 -1.2302 -0.4172
C: -0.1842 -0.0103 0.4283
C: 0.2141 1.0698 -0.4660
C: 0.1421 -0.8168 -1.7042
C: -1.1594 0.3554 1.5205
C: 1.2275 0.2959 0.8656
H: -0.3998 1.9260 -0.7789
H: -0.9859 -0.3332 2.3461
H: 1.4147 0.1714 1.9408
H: -1.5807 -1.4341 -0.4490
H: -0.9775 1.3793 1.8645
H: 1.5841 0.6719 -2.2878
H: -2.1847 0.2625 1.1575
H: 0.0295 -2.1337 -0.1046
H: 1.9593 0.8283 0.3224
H: 0.0632 -1.3691 -2.6214

---

(3)
C53H54N4OPRuSi as an isolated structure at a distorted geometry. Source: the Open Molecules 2025 dataset; level of theory: ωB97M-V/def2-TZVPD.

As for the spin multiplicity: 5. The value obtained for the strongest force on any atom is 1.15 eV/Å. The value obtained for the HOMO energy (alpha / beta) is -9.240 / -10.086 eV. As for the molar mass: 923.172 g mol⁻¹. As for the total charge: +1. The electronic energy comes out at -83588.739 eV. The HOMO-LUMO gap (alpha / beta) is 6.3759 / 5.0771 eV.

CARTESIAN COORDINATES (ANGSTROEM)
Ru: 0.2136 0.1998 0.7056
P: -1.6486 1.1698 -0.7259
Si: 0.1815 -2.6883 -1.5508
O: -0.1914 -1.4197 -0.5935
N: 0.0993 2.0107 2.2848
N: -1.2616 -0.2195 2.1190
N: 2.0000 0.9506 0.0268
N: 1.5100 -0.7221 1.8997
C: 1.0056 4.2225 1.5175
C: 2.1757 1.9216 -1.0523
C: -3.3917 -3.3596 -3.6402
C: -0.2824 1.9814 -4.4435
C: -0.5867 1.3876 -3.2306
C: 1.0243 -1.6642 2.9134
C: -2.8359 2.1829 0.2400
C: 3.6602 -0.6086 2.9289
C: 5.6005 0.8207 1.0239
C: -1.6906 3.4005 -2.5087
C: 1.5546 -4.7410 -0.1130
C: -3.3906 2.3997 5.1102
C: 1.6825 -5.8157 0.7587
C: -1.7580 0.7028 2.9132
C: -2.9846 0.4525 3.5979
C: 5.0154 -0.3661 3.0971
C: -2.4387 -3.2595 -2.6402
C: 3.0766 0.5870 0.7458
C: -0.9398 1.9717 3.0330
C: -1.2275 3.0230 4.0056
C: -2.2445 3.1975 4.8832
C: -3.7067 1.1960 4.5144
C: -0.6756 3.2917 -4.6906
C: -0.7053 -5.9883 0.8802
C: 4.3232 -2.3194 -3.7186
C: -1.3780 3.9964 -3.7249
C: -1.5239 -1.6454 2.3847
C: 5.9121 0.2475 2.2476
C: -0.7938 -2.6260 -4.2447
C: -1.7434 -2.7183 -5.2568
C: 0.5514 -6.4420 1.2597
C: -0.1936 -2.4155 2.3934
C: 0.3030 -4.2560 -0.5094
C: 1.0120 3.9217 0.0203
C: -2.4948 3.4534 0.7078
C: -4.9896 2.4314 1.3254
C: -3.0440 -3.0881 -4.9580
C: 4.3828 0.9832 0.3910
C: -0.8206 -4.9134 0.0114
C: 3.8527 -1.2768 -2.9365
C: 1.1642 3.0024 2.4191
C: 3.5551 -3.4696 -3.8636
C: 2.6190 -1.3860 -2.3024
C: -1.2938 2.0944 -2.2527
C: -2.6969 -0.1412 -1.3990
C: 1.8310 -2.5303 -2.4283
C: -3.3843 4.2044 1.4614
C: 2.3231 3.3581 -0.5540
C: -4.1007 1.6866 0.5605
C: 2.7797 -0.2901 1.8851
C: -4.6354 3.6926 1.7770
C: -1.1098 -2.8962 -2.9087
C: 2.3295 -3.5688 -3.2254
H: 0.0357 -2.7291 1.3841
H: -4.6515 0.7556 4.8093
H: 3.1339 3.4267 0.1783
H: -3.1009 5.1929 1.7999
H: 1.2946 1.8637 -1.6890
H: -0.5004 3.8217 4.0040
H: 2.6661 -6.1689 1.0413
H: 6.9458 0.2882 2.5639
H: -2.2544 3.9609 -1.7729
H: -2.1840 -2.0657 1.6230
H: 1.8030 -2.4027 3.1140
H: 4.4532 1.5176 -0.5431
H: -1.9979 -1.7421 3.3599
H: 3.0127 1.6403 -1.6958
H: -0.4376 3.7594 -5.6366
H: 0.2138 3.2150 -0.2100
H: 5.2817 -2.2411 -4.2150
H: -1.5940 -6.4792 1.2564
H: -1.6953 5.0125 -3.9186
H: -4.4075 0.7086 0.2211
H: 3.9165 -4.2871 -4.4736
H: -5.9653 2.0250 1.5567
H: 6.4416 1.2369 0.4800
H: 2.2523 -0.5698 -1.6957
H: -2.9891 -0.8478 -0.6233
H: 2.0890 2.4871 2.1500
H: 5.4264 -0.7337 4.0309
H: 0.2175 -2.3374 -4.5067
H: 1.2868 3.3136 3.4580
H: 4.4495 -0.3800 -2.8196
H: 0.8211 -1.1392 3.8572
H: -2.1858 4.0993 5.4815
H: -4.4063 -3.6482 -3.3968
H: -2.7510 -3.4541 -1.6217
H: 0.2595 1.4216 -5.1943
H: 2.6338 3.9658 -1.4066
H: -1.5296 3.8746 0.4722
H: 2.4535 -4.2657 -0.4895
H: -1.8154 -4.5867 -0.2611
H: 3.2000 -1.1357 3.7516
H: -1.4635 -2.5049 -6.2805
H: -3.5657 0.3088 -1.8780
H: 1.7481 -4.4775 -3.3470
H: 0.6465 -7.2852 1.9316
H: -0.2699 0.3650 -3.0432
H: -5.3338 4.2790 2.3593
H: -3.4717 -0.4628 3.2940
H: 0.7502 4.8413 -0.5073
H: 1.8254 4.9080 1.7501
H: 0.0823 4.7475 1.7826
H: -4.1003 2.7813 5.8330
H: -3.7835 -3.1662 -5.7442
H: -0.3463 -3.3201 2.9849
H: -2.1160 -0.6930 -2.1304

---

(4)
One molecule with the formula C17H17N3O6S at a distorted geometry. Source: the Open Molecules 2025 dataset; level of theory: ωB97M-V/def2-TZVPD.

The value obtained for the strongest force on any atom is 1.30 eV/Å. The value obtained for the HOMO energy is -9.404 eV. As for the molar mass: 391.405 g mol⁻¹. The electronic energy comes out at -45492.494 eV. The HOMO-LUMO gap is 8.8952 eV. The SMILES is O=C(c1cccc(NS(=O)(=O)c2cccc([N+](=O)[O-])c2)c1)N1CCOCC1.

CARTESIAN COORDINATES (ANGSTROEM)
S: 3.1084 -1.9336 2.4533
O: -1.0800 -0.7786 -0.9808
O: -3.5510 3.2136 -1.9162
O: 0.8390 -1.0901 -3.3112
O: 4.0960 -0.9179 2.2945
O: 1.4690 0.4119 -1.9158
O: 3.4102 -3.1086 3.2092
N: -2.2993 1.0728 -0.6011
N: 1.7423 -1.2408 3.1697
N: 1.2543 -0.7376 -2.2337
C: 1.3061 -4.0226 -0.5017
C: 1.8920 1.0388 2.4103
C: 2.4436 -2.4042 0.8496
C: 1.2171 -0.1769 2.4138
C: -0.2686 0.6393 0.6981
C: -2.6722 2.2595 0.1321
C: 1.0755 -3.0528 -1.4618
C: 1.4888 2.0404 1.5455
C: 1.9739 -3.6920 0.6691
C: 1.5433 -1.7618 -1.2548
C: -1.2573 0.2605 -0.3555
C: -3.1614 2.0625 -2.6344
C: 0.1277 -0.3648 1.5737
C: 0.4296 1.8419 0.6751
C: -2.6877 3.4547 -0.8319
C: 2.2490 -1.4266 -0.1058
C: -3.1680 0.8232 -1.7352
H: -2.7914 -0.0494 -2.2696
H: -1.9875 2.4320 0.9610
H: 0.9479 -5.0287 -0.6539
H: -3.8793 1.9531 -3.4479
H: -2.1535 2.2023 -3.0523
H: 2.0265 2.9758 1.5255
H: -3.0641 4.3484 -0.3318
H: 2.6413 -0.4313 0.0318
H: -3.6863 2.1162 0.5269
H: -0.3950 -1.3116 1.5598
H: 2.1457 -4.4158 1.4508
H: 2.7500 1.1600 3.0499
H: -1.6675 3.6442 -1.1998
H: 0.5210 -3.2664 -2.3624
H: 0.1817 2.6003 -0.0502
H: 1.0752 -1.9688 3.3853
H: -4.1851 0.6294 -1.3773

---

(5)
One molecule with the formula C5H10N2 at a distorted geometry. Source: the Open Molecules 2025 dataset; level of theory: ωB97M-V/def2-TZVPD.

The value obtained for the strongest force on any atom is 1.40 eV/Å. The value obtained for the HOMO energy is -9.097 eV. As for the molar mass: 98.149 g mol⁻¹. The electronic energy comes out at -8325.696 eV. The HOMO-LUMO gap is 9.9872 eV. The SMILES is C=N/C=C/CCN.

CARTESIAN COORDINATES (ANGSTROEM)
N: 1.2787 1.8244 -1.1875
N: 0.0231 -1.5043 2.4318
C: 0.2460 0.8586 -1.0881
C: 1.3303 2.4929 -2.2611
C: -0.8268 -1.0505 0.0591
C: -1.1316 -1.3252 1.5486
C: 0.3111 -0.1121 -0.1863
H: 1.1989 -0.1062 0.4397
H: -0.5831 0.9364 -1.7932
H: 2.2045 3.1270 -2.3463
H: -0.7199 -2.0138 -0.4512
H: 0.6088 2.6152 -3.0742
H: -1.7228 -0.6004 -0.3686
H: 0.7964 -2.0307 2.0241
H: 0.3936 -0.5925 2.6673
H: -1.5512 -0.3896 1.9179
H: -1.8560 -2.1290 1.6679

---

(6)
A 2-piece molecular cluster, C4H10N2O2 overall at a distorted geometry. Source: the Open Molecules 2025 dataset; level of theory: ωB97M-V/def2-TZVPD.

The value obtained for the strongest force on any atom is 3.39 eV/Å. The value obtained for the HOMO energy is -9.600 eV. As for the molar mass: 118.136 g mol⁻¹. The electronic energy comes out at -11385.629 eV. The HOMO-LUMO gap is 10.2859 eV. The SMILES is CC(N)=O.CC(N)=O.

CARTESIAN COORDINATES (ANGSTROEM)
O: -1.2461 1.1028 -0.9555
O: 0.8535 -2.5160 2.5731
N: 1.4636 -0.5361 3.4078
N: 0.6443 0.4490 -1.8360
C: -1.1443 0.9413 -3.3838
C: -0.4633 -0.6577 1.8495
C: -0.6675 0.7771 -1.9802
C: 0.5782 -1.3379 2.6790
H: 2.1970 -0.8736 4.0068
H: -0.3337 0.3435 1.4512
H: 1.3541 0.1443 -2.4842
H: -0.4031 1.5963 -3.8882
H: 1.1291 0.5815 -0.9593
H: 1.1354 0.4023 3.5756
H: -0.5094 -1.1009 0.8359
H: -1.9971 1.6079 -3.3815
H: -1.4072 -0.8877 2.3669
H: -1.1834 -0.0361 -3.8771